Model A:
19
Properties=species:S:1:pos:R:3 method="wB97M-V/def2-TZVPD" homo_lumo_gap_ev="9.46 / 5.34" total_charge=+1 lumo_ha="-0.1533 / -0.3043" spin_multiplicity=2
C -0.21819 -2.67785 -0.19757
N 0.29988 0.10025 -2.25844
C -0.17619 -1.07245 -1.97750
N -0.69370 -1.55438 -0.80808
H 0.76466 -2.90651 -0.66712
H -0.95485 -3.43559 -0.40360
H -0.02721 -2.55229 0.91981
H 2.82988 1.93711 0.54653
H -0.05471 0.74823 -1.46455
H 0.03761 -1.85637 -2.63771
H -1.29478 -1.01169 -0.16374
C 0.46770 1.52542 1.55218
O 1.63838 0.85283 0.88027
C -0.66344 2.06378 0.62388
H 0.74723 2.41395 2.29599
H 0.09791 0.68232 2.14167
H -1.13601 2.72208 1.47066
H -1.40247 1.30380 0.32043
H -0.26171 2.71737 -0.17312

Model B:
19
Properties=species:S:1:pos:R:3 method="wB97M-V/def2-TZVPD" homo_lumo_gap_ev="7.81 / 4.72" total_charge=+1 lumo_ha="-0.1977 / -0.3101" spin_multiplicity=2
C 1.54962 -1.00961 0.04921
C 0.84918 -0.07477 -0.90346
C -0.70125 -0.31193 -0.84132
C -1.92561 1.81838 -0.91197
N -1.37657 0.88226 -0.33536
N 1.53434 -2.36239 -0.49980
H 2.52935 -0.68761 0.41163
H 0.96109 -1.07092 0.97453
H 1.19923 -0.13635 -1.93493
H 1.05320 0.93485 -0.52299
H -1.06960 -0.57696 -1.83437
H -0.90056 -1.05919 -0.07481
H -2.55370 1.76189 -1.81266
H -1.81962 2.78854 -0.41436
H 1.85187 -2.31413 -1.46148
H 2.21695 -2.97381 -0.05032
H -1.04828 0.73649 3.11948
H -0.10119 0.68163 2.00756
O -0.27439 1.22261 2.79234

Going by the energies, model B is most stable and the next is 3.924 eV up.